[1]
Formula: C11H14BCeF3N6
Source: the OMol25 dataset
Level of theory: ωB97M-V/def2-TZVPD

XYZ file:
```
36
Properties=species:S:1:pos:R:3:forces:R:3
H -1.0898 1.8473 2.9446 0.0 0.1 0.0
N -0.9434 0.4595 1.3613 -0.6 -0.3 0.1
B -1.3726 -1.4864 -0.2186 -1.3 0.6 0.0
N -1.7796 -0.5988 0.9892 1.4 0.1 -0.4
C -2.8149 -0.7106 1.8397 0.4 0.5 -0.1
Ce 1.5550 0.7070 0.1831 -5.7 2.5 1.4
H -3.5621 -1.4867 1.6953 0.2 0.3 0.1
C -2.7009 0.3012 2.7799 0.0 0.3 0.2
H -3.3760 0.5078 3.6051 0.2 0.0 -0.3
C -1.5360 1.0084 2.4415 -0.1 -0.9 -0.3
H -2.1192 -2.4434 -0.3488 0.5 0.5 0.1
C 3.1914 1.4900 -0.8337 2.2 0.6 -0.3
H 3.7770 2.2399 -0.2341 -0.6 -0.1 -1.0
H 2.4540 1.7914 -1.7246 2.3 -0.6 1.2
H 3.7200 0.4362 -0.6521 -0.8 1.9 -1.5
N 0.0547 -2.0125 0.0900 1.9 -0.7 0.6
N -1.2819 -0.6498 -1.5148 1.0 0.4 0.4
N 1.1316 -1.2338 0.3072 -0.4 -0.6 -0.4
N -0.3675 0.4070 -1.5924 -0.4 -0.5 -0.3
C 0.4981 -3.2360 0.2873 -0.3 0.2 -0.1
C -1.9464 -0.7887 -2.6752 0.3 0.5 0.5
H -0.1505 -4.0584 0.2140 -0.7 -0.9 -0.1
H -2.6988 -1.5651 -2.7872 0.2 0.2 0.0
C 1.8430 -3.2126 0.5971 1.7 -1.3 0.5
C -1.5160 0.2037 -3.5392 0.2 0.4 -0.2
C 2.2963 -1.9249 0.6091 -2.3 -1.0 -0.4
C -0.5490 0.9337 -2.8298 -0.4 -1.2 0.2
H 2.4286 -4.0804 0.8067 0.2 -0.3 0.1
H -1.8675 0.3809 -4.5514 0.1 0.0 0.3
H 3.2844 -1.5077 0.7895 -0.3 0.1 0.1
H 0.0417 1.7603 -3.1813 0.0 0.2 0.0
H 2.0688 1.1423 1.9704 0.7 0.2 0.2
F -0.4333 3.8003 0.9171 2.4 -2.0 -0.5
C 0.8827 3.4441 0.7182 -1.3 5.6 1.0
F 1.3209 4.2532 -0.3099 -0.2 -2.4 1.0
F 1.5572 3.8816 1.8469 -0.8 -2.3 -2.1
```
Positions in Å, forces in eV/Å.

Kohn-Sham gap (alpha / beta)   0.1119 / 0.1119 Eh
Molecular weight   438.20 g/mol
Strongest force on any atom   6.383 eV Å⁻¹
E   -42307.2063 eV
LUMO level (alpha / beta)   -12.2 / -12.2 eV
Total charge   +2



[2]
Formula: C11H14BFN2O3
Source: the OMol25 dataset
Level of theory: ωB97M-V/def2-TZVPD

XYZ file:
```
32
Properties=species:S:1:pos:R:3:forces:R:3
N -0.9334 0.1948 -3.0601 0.8 0.6 -0.6
C -1.7361 -0.2820 -2.0454 0.1 1.0 1.0
C -2.8116 -1.1056 -2.3638 0.5 0.6 -0.2
C -3.6533 -1.5548 -1.3972 -0.7 -0.7 -0.4
C -3.4432 -1.2556 -0.0858 0.1 0.5 1.1
C -2.4132 -0.4282 0.2830 0.9 0.1 -1.3
F -2.2408 -0.1361 1.5830 -0.1 0.2 0.1
C -1.5107 0.0824 -0.6702 -1.2 -1.8 -0.3
C -0.3489 0.8953 -0.3500 2.2 -0.3 1.8
O -0.1907 1.9342 -0.9669 0.7 1.2 -0.5
N 0.6239 0.4593 0.5601 -2.1 0.1 -0.6
C 0.6175 -0.8713 1.2073 0.3 0.8 -0.3
C 1.4271 -0.6361 2.5020 -0.3 0.2 0.6
C 2.0349 0.8043 2.4701 -0.5 -0.4 0.0
C 1.7328 1.3082 1.0502 0.6 -0.3 0.1
B 2.9581 1.0554 0.0680 0.5 -0.8 -1.0
O 2.6608 1.0328 -1.2993 -0.1 0.4 1.2
O 4.2323 0.6437 0.5009 -1.3 0.8 -1.1
H -1.3703 0.4099 -3.9471 -0.2 -0.5 0.2
H -0.2599 0.9373 -2.8690 -0.6 -0.4 0.5
H -2.9874 -1.3134 -3.3904 -0.1 -0.3 -0.7
H -4.5118 -2.1636 -1.6553 0.1 0.0 -0.1
H -4.0841 -1.6190 0.6701 -0.6 -0.3 0.7
H -0.4117 -1.1294 1.4272 0.2 -0.3 0.0
H 1.0540 -1.6108 0.5051 -0.1 0.2 0.6
H 0.7686 -0.7078 3.3817 0.2 -0.2 -0.4
H 2.2104 -1.3782 2.6194 0.1 -0.1 0.0
H 3.1033 0.7458 2.6791 0.0 0.2 -0.2
H 1.5994 1.4698 3.2323 -0.1 -0.4 -0.3
H 1.4084 2.3457 1.0505 0.0 0.1 -0.1
H 1.7203 1.3152 -1.3724 0.7 0.0 -0.3
H 4.7552 0.5580 -0.3173 0.0 -0.1 0.5
```
Positions in Å, forces in eV/Å.

Kohn-Sham gap   0.3335 Eh
Structure (SMILES)   Nc1cccc(F)c1C(=O)N1CCC[C@H]1B(O)O
Molecular weight   252.05 g/mol
Strongest force on any atom   2.858 eV Å⁻¹
E   -24154.0396 eV
LUMO level   0.7 eV



[3]
Formula: C11H14BHfN7S
Source: the OMol25 dataset
Level of theory: ωB97M-V/def2-TZVPD

XYZ file:
```
35
Properties=species:S:1:pos:R:3:forces:R:3
H 1.4041 3.4514 1.4719 0.2 0.3 0.0
N 0.9769 1.8477 0.1228 -1.4 1.4 -0.5
B 0.1526 0.4416 -1.8571 -2.4 -0.7 -1.4
N 0.4991 1.8015 -1.1547 1.2 0.3 0.5
C 0.6282 3.0226 -1.7099 -0.3 -1.1 0.7
Hf 2.4225 0.8792 1.0950 -1.4 -0.4 2.6
H 0.3703 3.1712 -2.7507 0.0 0.1 0.2
C 1.1217 3.8964 -0.7440 0.4 0.8 0.5
H 1.3700 4.9361 -0.8944 -0.3 0.0 0.1
C 1.2791 3.1755 0.4328 -0.2 -0.7 -1.4
H 0.4305 0.5846 -3.0327 0.1 0.0 0.5
C -1.8374 -2.9705 4.2908 -1.2 -1.5 -1.8
H -1.5946 -4.0261 4.4334 0.0 0.2 0.1
H -1.5342 -2.6792 3.2842 0.0 0.0 0.0
H -2.9190 -2.8457 4.3697 0.1 0.0 0.0
N -1.3845 0.0455 -1.8464 0.6 -0.1 1.3
N 1.1304 -0.6627 -1.2962 0.9 0.1 0.4
N -2.1379 -0.2654 -0.7160 0.2 0.2 -0.1
N 1.6945 -0.6787 -0.0355 -0.2 -1.0 -0.4
C -2.1720 -0.0586 -2.9470 -1.0 -0.2 0.1
C 1.6895 -1.6386 -2.0286 -0.4 0.9 0.6
H -1.7566 0.1185 -3.9242 -0.1 0.0 -0.1
H 1.4890 -1.7049 -3.0922 -0.2 -0.2 0.3
C -3.4584 -0.4199 -2.5480 1.2 0.3 -0.1
C 2.5742 -2.3500 -1.2315 0.7 -0.2 0.7
C -3.3849 -0.5345 -1.1384 1.4 0.4 -0.7
C 2.5511 -1.7674 0.0269 -0.6 0.6 -1.2
H -4.3128 -0.5634 -3.1804 -0.1 0.0 -0.1
H 3.2254 -3.1358 -1.5522 0.0 -0.4 0.0
H -4.2054 -0.7878 -0.4705 0.5 0.1 0.0
H 3.0096 -2.0334 0.9675 0.2 -0.3 0.0
H -1.3575 -2.3873 4.9860 1.1 1.4 1.7
S 0.9301 1.8168 5.5428 0.5 -0.8 -1.9
C 1.3726 1.3244 4.1199 -0.9 1.0 2.7
N 1.7338 0.9968 3.0066 1.5 -0.5 -3.3
```
Positions in Å, forces in eV/Å.

Kohn-Sham gap   0.1363 Eh
Molecular weight   465.65 g/mol
Strongest force on any atom   3.602 eV Å⁻¹
E   -34865.9843 eV
LUMO level   -9.9 eV
Total charge   +2



[4]
Formula: C11H14BN7NiSe
Source: the OMol25 dataset
Level of theory: ωB97M-V/def2-TZVPD

XYZ file:
```
35
Properties=species:S:1:pos:R:3:forces:R:3
H -1.1330 -2.6556 1.1214 0.2 0.0 -1.0
N -0.5145 -1.2023 -0.3293 1.5 -1.1 1.5
B 1.3069 0.1228 -1.8263 -0.6 0.7 -0.3
N 0.6367 -1.1132 -1.0960 -0.9 -2.0 -0.7
C 1.1682 -2.3727 -1.2293 -0.2 1.9 1.0
Ni -2.4880 -0.9925 -0.7002 1.7 1.2 -0.3
H 1.9876 -2.5337 -1.9188 0.0 0.0 0.4
C 0.5306 -3.1842 -0.3213 0.3 -2.5 -0.3
H 0.7039 -4.2634 -0.2061 0.0 0.7 0.1
C -0.4941 -2.4522 0.2381 -0.2 1.4 -0.2
H 1.9734 -0.2257 -2.7707 -0.1 -0.4 0.1
C -1.8582 0.1072 3.2564 1.3 -2.9 -2.8
H -2.5690 -0.6732 2.7993 0.8 1.2 0.8
H -2.0217 1.0389 2.8088 -0.3 1.4 -0.6
H -0.8187 -0.2551 2.9809 -1.1 0.5 0.2
N 2.2639 0.9446 -0.9138 0.7 2.1 2.0
N 0.0445 0.8760 -2.3815 -2.5 -0.4 1.1
N 1.6897 1.6253 0.1797 -1.9 -2.3 -1.7
N -1.1504 0.9853 -1.5663 1.3 1.5 -1.2
C 3.6501 1.1280 -0.7963 -0.5 0.1 1.2
C -0.2396 1.3433 -3.6174 0.5 0.1 0.9
H 4.3942 0.7589 -1.5304 -0.9 0.2 0.6
H 0.5150 1.2528 -4.3967 -0.3 0.2 0.2
C 3.8948 1.8101 0.4387 0.2 -1.2 -2.2
C -1.4935 1.9097 -3.6130 -0.7 0.8 0.3
C 2.6146 2.0251 0.9709 1.5 0.5 0.2
C -1.9899 1.7465 -2.2787 1.1 -1.4 -1.4
H 4.8548 2.1038 0.8558 -0.3 -0.2 -0.2
H -1.9718 2.4560 -4.4226 0.2 -0.3 0.2
H 2.3976 2.4419 1.9395 -0.3 0.3 0.0
H -2.9438 2.0535 -1.8695 0.1 0.0 0.0
H -1.9008 0.1125 4.2995 -0.1 0.4 0.9
Se -4.7441 -2.7184 5.0118 -1.3 -1.2 -0.3
C -3.5974 -1.4813 5.3284 3.7 2.9 0.9
N -2.6979 -0.7188 5.5548 -3.1 -2.4 0.9
```
Positions in Å, forces in eV/Å.

Kohn-Sham gap (alpha / beta)   0.2410 / 0.1671 Eh
Molecular weight   392.75 g/mol
Multiplicity   3
Strongest force on any atom   4.828 eV Å⁻¹
E   -129125.3941 eV
LUMO level (alpha / beta)   -1.5 / -3.5 eV
<S²>   2.03